13
Properties=species:S:1:pos:R:3:forces:R:3:lowdin_charge:R:1 method="wB97M-V/def2-TZVPD" spin_multiplicity=1 smiles="C=NNC(=S)/C=C/F" lumo_ev=-0.3 fmax_ev_per_a=1.197 homo_lumo_gap_ev=8.31 homo_energy_ev=-8.639 charge=0 de_lowest_kcal_mol=51.21
S 0.5884 -0.3645 -1.4520 -0.16 0.09 0.34 0.68
F -0.9583 -2.9608 1.7885 -0.10 -0.13 0.25 0.05
N 0.1949 2.6443 -0.0459 0.27 -0.24 -0.43 -0.02
N -0.1000 1.4099 0.4671 -0.21 -0.40 0.39 -0.06
C -0.0047 0.1234 0.0231 0.26 0.47 -0.52 -0.76
C -0.5080 -2.1414 0.8506 0.14 1.14 -0.26 -0.14
C 0.7117 2.7968 -1.2033 -0.02 -0.15 -0.28 -0.05
C -0.5010 -0.8115 1.0352 0.04 -1.20 0.03 -0.10
H -0.4781 1.5201 1.4015 0.10 -0.01 -0.31 0.13
H 0.8830 3.8428 -1.4517 0.02 -0.17 -0.06 0.06
H -0.8450 -0.4263 1.9864 -0.09 0.00 0.06 0.11
H 0.9618 2.0089 -1.9364 -0.20 0.49 0.69 0.00
H -0.1633 -2.6485 -0.0449 -0.05 0.10 0.10 0.10



13
Properties=species:S:1:pos:R:3:forces:R:3:lowdin_charge:R:1 method="wB97M-V/def2-TZVPD" spin_multiplicity=1 smiles="C/C(=C/F)NC(=O)[O-]" lumo_ev=4.2 fmax_ev_per_a=4.069 homo_lumo_gap_ev=7.98 homo_energy_ev=-3.780 charge=-1 de_lowest_kcal_mol=27.95
F -1.5418 2.4807 0.6663 0.13 0.76 -0.67 -0.06
O -2.4637 -1.6393 -0.2979 -0.97 -1.57 -0.44 -0.03
O -3.3251 0.2687 0.5108 -3.56 1.76 0.86 0.01
N -1.1740 -0.2905 1.0294 -0.18 1.20 1.47 0.06
C -0.0182 -0.1512 -1.2903 0.37 1.46 -1.21 -0.07
C -0.7498 0.4498 -0.0804 1.88 1.71 -1.93 -0.39
C -0.9418 1.7714 -0.3548 0.24 -0.60 1.37 -0.13
C -2.5801 -0.6470 0.3981 2.97 -1.15 -0.70 -0.81
H -0.5784 2.3754 -1.2489 -0.73 -0.81 1.66 0.11
H 0.1031 0.7753 -1.9507 0.28 -1.26 0.58 0.06
H 1.0270 -0.5402 -1.1681 -1.13 -0.05 0.32 0.07
H -1.4193 0.3559 1.8538 0.57 -0.82 -1.97 0.12
H -0.6437 -0.7579 -1.9492 0.14 -0.63 0.64 0.06



16
Properties=species:S:1:pos:R:3:forces:R:3:lowdin_charge:R:1 method="wB97M-V/def2-TZVPD" spin_multiplicity=1 lumo_ev=3.8 fmax_ev_per_a=4.168 homo_lumo_gap_ev=8.91 homo_energy_ev=-5.116 charge=-1 de_lowest_kcal_mol=0.00
F 0.1859 0.0803 1.8635 -0.79 0.14 1.08 0.05
O 2.6846 -0.5437 0.6846 1.63 -1.93 1.27 0.05
O 2.0682 1.2852 -0.4028 1.35 2.15 -1.05 0.03
O -0.5454 2.3294 -0.0650 0.28 1.38 0.60 -0.05
O 4.3439 -0.3366 -1.1574 -0.06 -0.25 -1.31 0.14
O 4.9635 0.4565 0.9091 -0.40 0.10 -0.69 0.11
N 0.0084 -1.4092 0.0796 0.11 2.06 -1.50 0.08
C -0.5317 0.9781 -0.3121 -1.21 -1.35 1.46 -0.24
C 0.3713 0.0374 0.5256 0.21 -2.08 -1.45 -0.42
C 4.4178 0.0481 -0.0630 1.39 0.10 1.74 -0.55
C 1.9050 0.2907 0.2804 -4.07 0.63 -0.65 -0.65
H 0.1885 -1.4598 -0.9763 -0.36 0.22 1.94 0.10
H -1.6119 0.7158 -0.1777 0.95 -0.48 -0.25 0.14
H 0.3460 2.6625 -0.1969 0.45 -0.12 -0.02 0.08
H 0.7450 -1.9738 0.4608 0.53 -0.30 0.32 0.04
H -0.1737 0.7723 -1.2842 0.00 -0.27 -1.50 0.10



12
Properties=species:S:1:pos:R:3:forces:R:3:lowdin_charge:R:1 method="wB97M-V/def2-TZVPD" spin_multiplicity=1 smiles="O=C=C(O)F.C=C" lumo_ev=0.3 fmax_ev_per_a=1.131 homo_lumo_gap_ev=8.98 homo_energy_ev=-8.695 charge=0 de_lowest_kcal_mol=75.13
F -1.1998 0.2891 1.5078 -0.30 -0.27 -0.36 0.06
O -1.0826 -2.3763 -0.6889 0.06 0.01 0.19 0.17
O -3.2660 -0.6237 1.0967 -0.11 0.28 -0.12 0.09
C 1.1192 -0.3745 -0.4130 0.46 -0.16 0.07 -0.10
C 0.7499 0.8379 -0.7723 -0.10 0.20 -0.14 -0.06
C -1.9415 -0.6236 0.8191 0.03 0.51 1.01 -0.39
C -1.3879 -1.5688 0.0967 -0.16 -0.41 -0.54 -0.11
H 0.5433 1.0887 -1.8006 0.01 -0.02 -0.19 0.05
H 1.3457 -0.6216 0.6155 -0.04 0.03 0.12 0.06
H 0.6224 1.6339 -0.0585 -0.03 0.10 0.19 0.05
H -3.4195 -0.6118 2.0534 0.19 -0.21 -0.09 0.12
H 1.2580 -1.1698 -1.1282 -0.02 -0.05 -0.14 0.05